Below is C11H10O in the gas phase at a distorted geometry, with properties calculated with wB97M-V/def2-TZVPD.

```
! RIJCOSX wB97M-V def2-TZVPD def2/J DEFGRID3
* xyz 0 1
C 3.731 -0.918 0.823
C 2.950 -0.347 0.083
C -2.943 -0.815 0.143
C -2.873 0.572 0.399
C -1.770 -1.442 -0.140
C -1.708 1.264 0.363
C -0.567 -0.710 -0.264
C -0.511 0.631 0.072
C 0.832 -1.200 -0.401
C 1.720 0.006 -0.512
C 0.872 1.221 0.076
O 1.145 2.377 -0.699
H 4.690 -1.209 1.140
H -3.906 -1.205 0.138
H -3.846 1.105 0.712
H -1.754 -2.461 -0.199
H -1.826 2.435 0.427
H 1.158 -1.611 0.594
H 1.053 -1.903 -1.285
H 1.925 0.329 -1.556
H 1.231 1.215 1.212
H 0.397 2.666 -1.125
*
```

- Orbital gap: 10.011 eV
- Energy relative to the best compared isomer or geometry (same formula, charge and spin): 316.7 kJ/mol
- Lowest unoccupied orbital energy: 0.88 eV
- HOMO: -9.1328 eV
- E: -13613.296 eV